Formula: C32H75BO8P
Source: the Open Molecules 2025 dataset
Level of theory: the ωB97M-V functional and the def2-TZVPD basis

Computed properties:
Charge: -1
Total energy, eV: -60743.185
HOMO-LUMO gap, eV: 5.50
E_LUMO, eV: 2.443

```
117
Properties=species:S:1:pos:R:3:forces:R:3
C 0.3875 1.2802 -2.3089 0.6914 -0.2131 0.0887
C 0.9506 0.0602 -1.5448 -0.8296 -0.0018 -0.0127
C 0.6297 0.0947 -0.0369 0.4117 -0.2866 0.0675
B 1.7741 0.7176 0.9647 0.3423 0.7878 -0.3610
C 1.7392 2.3887 0.8287 0.2279 -0.5655 -0.0399
C 2.5932 2.9488 -0.3246 -0.1453 0.5932 0.3794
C 3.9659 3.4703 0.1522 -0.3237 0.0360 -0.3870
C 5.1794 2.8517 -0.4621 0.0601 0.0625 0.0872
O 6.2383 2.7514 0.0893 0.4214 -0.2405 0.2977
O 5.0251 2.4316 -1.7508 -0.5587 -0.2815 -0.1295
C 3.3251 0.2207 0.6714 -0.5491 -1.1454 0.8177
C 3.5330 -1.2512 0.9935 0.7334 0.6616 -1.0577
C 3.9528 -2.2277 -0.0930 0.6077 1.8096 2.0789
O 2.6546 -2.1930 0.4441 -0.7711 -0.6631 -0.0285
P 1.1400 0.3938 2.8012 -1.3278 0.3745 -0.0976
C 2.2887 1.1377 4.0487 0.1374 -0.2320 -0.1806
C 0.9901 -1.4155 3.1948 0.3649 0.2283 0.3497
H 1.1738 1.7168 -2.9245 -0.0893 0.1987 -0.2046
H 0.0631 2.0455 -1.6088 -0.0950 0.1423 0.0195
H -0.4359 1.0113 -2.9624 -0.1764 0.0557 -0.0440
H 0.4675 -0.8270 -1.9600 0.1098 -0.1439 -0.1603
H 2.0112 -0.0573 -1.7621 0.1752 0.0310 0.1748
H 0.3533 -0.9186 0.2628 0.0632 -0.1331 0.0935
H -0.2816 0.6850 0.0917 -0.1570 0.0495 0.0552
H 2.0736 2.8694 1.7539 -0.0260 0.1290 0.0887
H 0.7037 2.7028 0.6876 -0.1577 0.0256 0.0621
H 2.0707 3.8027 -0.7601 -0.0345 0.0218 -0.2134
H 2.7318 2.2355 -1.1274 -0.0330 -0.1618 -0.0733
H 4.0740 3.3672 1.2263 0.1055 -0.0384 0.1419
H 4.0403 4.5384 -0.0626 0.0828 0.1343 0.0187
H 5.4169 1.5519 -1.8108 0.4063 0.1690 -0.1514
H 3.9734 0.7442 1.3800 0.2391 0.2767 -0.2597
H 3.6657 0.3631 -0.3566 0.0462 0.3841 -0.0906
H 3.9172 -1.4695 1.9877 -0.3391 -0.2195 0.1422
H 4.1178 -1.6823 -1.0073 0.0738 -0.6171 -0.5668
H 4.6546 -2.9123 0.3671 -0.0424 -0.7726 -0.8430
H 3.3560 1.0061 3.8533 0.1212 -0.0860 0.0535
H 2.0519 0.7698 5.0456 0.0186 -0.1308 0.0980
H 2.0704 2.2028 4.0561 0.0609 0.1599 -0.0257
H 0.7887 -1.9702 2.2827 0.0955 -0.0776 -0.1328
H 0.1428 -1.5601 3.8605 -0.0959 -0.0496 0.0795
H 1.8625 -1.8364 3.6989 0.1770 -0.1486 -0.1375
C 2.0789 -5.1256 0.9448 -0.3203 -0.3021 -0.0777
C 2.1814 -5.1964 2.4555 0.1855 0.0120 -0.0312
O 0.9313 -5.2211 3.1242 0.0046 0.0110 0.1283
C 0.0753 -6.2926 2.7945 -0.0764 -0.0177 -0.0856
C 0.6529 -7.6692 3.0849 0.0818 0.0233 0.0411
H 1.5151 -4.2471 0.6455 0.0403 0.1097 -0.0165
H 3.0736 -5.0655 0.5030 0.0246 0.0594 0.0090
H 1.5790 -6.0069 0.5301 0.1180 -0.0491 0.0250
H 2.6873 -4.3044 2.8260 -0.0878 0.0422 0.0190
H 2.7906 -6.0581 2.7606 -0.0241 -0.0143 -0.0159
H -0.2387 -6.2272 1.7460 0.0330 -0.0338 -0.0124
H -0.8185 -6.1387 3.4007 0.0033 0.0347 0.0103
H 1.5443 -7.8714 2.4904 -0.0320 -0.0157 -0.0516
H -0.0838 -8.4398 2.8523 -0.0183 0.0068 0.0048
H 0.9256 -7.7534 4.1384 -0.0085 -0.0030 0.0058
C -1.0847 4.5541 -6.0092 -0.0636 0.0143 0.0645
C -1.0589 3.0354 -6.0693 -0.0572 0.0860 -0.0977
O -1.6235 2.4061 -4.9411 0.1472 -0.2718 0.0118
C -2.9737 2.6892 -4.6432 -0.0858 0.2005 0.1229
C -3.9603 2.3160 -5.7372 0.1300 -0.0403 -0.1053
H -0.5700 4.9059 -5.1146 0.0187 0.0008 0.0019
H -0.5877 4.9711 -6.8863 0.0282 -0.0078 0.0000
H -2.1027 4.9463 -5.9861 -0.0040 -0.0101 -0.0466
H -0.0250 2.6907 -6.0975 -0.0023 -0.0376 0.0352
H -1.5367 2.6804 -6.9920 -0.0441 0.0388 0.0028
H -3.0847 3.7427 -4.3627 -0.0826 0.0052 -0.0324
H -3.1873 2.1080 -3.7460 0.0231 0.0030 0.0258
H -3.7904 2.8814 -6.6552 -0.0249 0.0472 0.0164
H -4.9784 2.5202 -5.4032 0.0009 -0.0027 0.0267
H -3.8781 1.2551 -5.9789 -0.0147 -0.0103 0.0099
C -1.4717 3.5205 7.2472 -0.0865 0.0045 -0.0530
C -0.5106 3.7158 6.0847 0.0605 0.0495 0.0854
O -1.0791 3.4732 4.8184 0.0380 -0.0713 -0.0781
C -2.1751 4.2759 4.4463 -0.0877 0.0377 0.0119
C -1.8698 5.7649 4.3929 0.0823 -0.0003 0.0257
H -1.8815 2.5099 7.2329 0.0123 -0.0153 0.0064
H -0.9498 3.6735 8.1930 0.0214 -0.0196 0.0017
H -2.3075 4.2219 7.2123 0.0307 0.0365 0.0193
H 0.3085 3.0012 6.1653 0.0028 -0.0169 -0.0526
H -0.0616 4.7170 6.1247 -0.0432 0.0178 0.0179
H -3.0366 4.0855 5.1002 0.0110 0.0438 0.0281
H -2.4524 3.9260 3.4517 0.0215 -0.0441 -0.0090
H -1.5935 6.1638 5.3704 -0.0513 0.0029 0.0159
H -2.7465 6.3140 4.0451 -0.0068 -0.0092 -0.0196
H -1.0434 5.9565 3.7072 -0.0015 -0.0030 -0.0147
C 1.5970 -6.0025 -3.1218 -0.1442 0.0222 0.0853
C 1.5731 -7.4987 -2.8631 0.1006 0.0446 -0.0949
O 0.4442 -7.9458 -2.1329 0.0241 -0.1112 0.0903
C -0.8171 -7.6906 -2.7188 -0.0843 0.0876 -0.0254
C -1.0112 -8.3291 -4.0844 0.0938 -0.0466 -0.0020
H 1.5492 -5.4527 -2.1811 0.0359 0.0234 -0.0009
H 2.5145 -5.7260 -3.6417 0.0285 -0.0111 0.0223
H 0.7571 -5.6794 -3.7385 0.0360 -0.0117 -0.0537
H 2.4323 -7.7776 -2.2527 -0.0243 -0.0182 0.0412
H 1.6638 -8.0524 -3.8059 -0.0368 0.0135 -0.0083
H -1.0057 -6.6125 -2.7702 0.0198 0.0024 -0.0390
H -1.5435 -8.1024 -2.0179 0.0215 -0.0067 0.0352
H -0.3105 -7.9383 -4.8231 -0.0339 0.0504 -0.0109
H -2.0207 -8.1318 -4.4470 -0.0156 -0.0018 0.0155
H -0.8672 -9.4091 -4.0247 -0.0124 -0.0061 0.0025
C -6.3477 3.7437 0.0134 0.0537 0.0836 0.0313
C -5.5044 3.3829 -1.1984 -0.0002 -0.1269 0.0335
O -4.5498 4.3624 -1.5518 -0.0404 0.1306 -0.1489
C -3.5660 4.6640 -0.5722 0.1397 -0.0764 0.1078
C -2.7102 3.4777 -0.1604 -0.1068 -0.0272 -0.0863
H -6.8644 4.6908 -0.1496 -0.0168 0.0002 -0.0079
H -7.0907 2.9663 0.1955 -0.0141 -0.0067 -0.0183
H -5.7436 3.8421 0.9159 0.0045 -0.0604 0.0056
H -6.1491 3.2849 -2.0733 0.0212 0.0225 -0.0308
H -5.0220 2.4098 -1.0507 0.0096 0.0138 0.0491
H -4.0315 5.1300 0.3049 -0.0240 -0.0386 0.0096
H -2.9353 5.4237 -1.0338 -0.0317 0.0198 -0.0440
H -3.2957 2.6906 0.3165 0.0215 0.0222 0.0700
H -1.9451 3.7936 0.5492 0.0293 -0.0059 -0.0020
H -2.2119 3.0429 -1.0278 0.0280 0.0046 0.0039
```
Forces are in eV/Å.

=====

Formula: C32H76Br8O16P4
Source: the Open Molecules 2025 dataset
Level of theory: the ωB97M-V functional and the def2-TZVPD basis

Computed properties:
SMILES string: CCOP(=O)(OCC)OCC.CCOP(=O)(OCC)OCC.CCOP(=O)(OCC)OCC.CCOP(=O)(OCC)OCC.BrCCBr.BrCCBr.BrCCBr.BrCCBr
Charge: 0
Total energy, eV: -664681.783
HOMO-LUMO gap, eV: 10.03
E_LUMO, eV: 0.084

```
136
Properties=species:S:1:pos:R:3:forces:R:3
C 0.8975 2.8296 -5.3670 -0.2846 0.0799 1.5974
C 1.0496 3.6176 -4.0532 0.6378 0.9495 -1.5504
O 0.1499 3.0901 -3.0828 -0.2230 0.4275 0.9674
P -0.4622 4.1136 -2.0013 0.1251 0.9955 -0.4563
O -0.9017 5.4200 -2.5649 0.9281 -1.1046 0.6883
O 0.7115 4.1565 -0.8467 -1.3708 -0.7676 -1.3505
C 0.8727 5.3072 -0.0109 0.3859 1.6617 -1.4262
C 2.2463 5.3729 0.5921 0.1827 -1.2285 1.2061
O -1.6732 3.3032 -1.3801 1.5305 -0.5562 0.8990
C -2.9254 3.1540 -1.9921 -2.4612 0.7529 -1.2311
C -3.8238 4.3470 -1.6423 1.3171 0.4010 0.3925
H 1.4567 3.2620 -6.1967 0.1226 -0.1191 0.2195
H 1.2618 1.8550 -5.0422 -0.1048 -0.3738 -0.8983
H -0.1647 2.7923 -5.6088 0.0813 -0.1618 -0.1695
H 2.0949 3.5716 -3.7476 -0.0139 -0.4110 0.5594
H 0.8869 4.6813 -4.2273 -0.5002 0.0645 0.1632
H 0.9834 6.1884 -0.6429 -1.1816 0.1205 -0.4843
H -0.0173 5.4277 0.6068 0.4105 -0.1094 0.4889
H 3.0651 5.4618 -0.1219 -0.3400 -0.0860 -0.3654
H 2.3150 6.2503 1.2352 -0.1321 -0.0446 0.1459
H 2.4358 4.4700 1.1727 0.2697 0.0597 0.3308
H -2.8872 3.0679 -3.0780 0.5996 -0.0640 -0.0668
H -3.4614 2.2612 -1.6698 0.7882 -0.2682 0.4202
H -3.7625 4.3922 -0.5550 -0.5731 0.2473 0.1143
H -3.3266 5.2445 -2.0102 -0.1234 0.0972 -0.0794
H -4.8505 4.3446 -2.0085 0.1228 -0.4489 0.0611
C 6.6831 4.6554 -3.0441 -0.1469 0.4264 0.0659
C 5.2827 4.2334 -2.6644 0.3948 -0.5141 -1.6673
O 5.3134 3.6591 -1.4075 0.2217 -2.5973 2.5033
P 5.4418 2.0209 -1.2639 -0.6255 -0.2766 0.8364
O 5.7450 1.5984 0.1365 -0.2461 0.6786 -1.9462
O 4.0474 1.3925 -1.8312 2.4441 0.8134 -0.6847
C 2.9597 1.0187 -0.9954 -0.3937 1.4443 -0.4374
C 2.9455 -0.4585 -0.7594 0.2561 0.7361 0.5347
O 6.4655 1.5582 -2.4375 -1.3998 1.3731 0.8690
C 7.1744 0.3299 -2.3059 0.3673 -0.1624 0.8527
C 8.5641 0.5979 -1.7612 -0.0876 -0.3010 -0.3060
H 7.4235 3.8740 -2.8725 -0.1550 0.0087 -0.2037
H 6.7005 5.0163 -4.0725 0.1745 -0.0415 -0.0184
H 6.8925 5.4902 -2.3753 0.4170 0.0924 -0.1085
H 4.6668 5.1326 -2.6791 -0.4339 -0.2884 0.1928
H 4.8735 3.4249 -3.2702 -0.1836 0.6520 -1.0508
H 3.0344 1.6609 -0.1179 -0.1862 -0.5142 0.5383
H 2.1102 1.4032 -1.5599 -0.4118 -0.3487 0.1683
H 2.1779 -0.5981 0.0018 -0.0004 -0.6302 -0.1302
H 2.7644 -1.0025 -1.6864 -0.1013 -0.0769 0.1825
H 3.9314 -0.6813 -0.3516 -0.0809 -0.4656 0.0841
H 6.6428 -0.3600 -1.6506 -0.1931 -0.0030 -0.0293
H 7.2452 -0.1129 -3.2994 -0.0941 0.1042 0.0065
H 8.6489 1.0385 -0.7679 -0.6093 0.0588 -0.0292
H 9.0243 -0.3877 -1.6915 0.5460 0.1307 -0.2588
H 9.0454 1.2694 -2.4723 0.4556 -0.2536 0.0554
C -2.4396 -4.7530 -5.4772 -1.1734 0.3497 0.4745
C -3.5761 -4.7710 -4.3645 0.6478 -0.8841 -2.9589
O -3.0326 -4.6287 -3.1116 0.5411 -1.1024 3.2292
P -2.9195 -5.9567 -2.1180 0.4423 0.5165 -1.0624
O -2.0813 -7.0686 -2.6210 -0.2997 1.0982 0.4441
O -2.4770 -5.2828 -0.7224 0.6231 -0.2353 -1.1005
C -1.0509 -4.9222 -0.5879 0.3520 0.5836 -0.6572
C -0.7616 -3.5317 -1.1963 -0.3968 -0.1583 1.3035
O -4.4399 -6.3795 -1.9509 0.1175 -0.4606 0.3980
C -4.7103 -7.5574 -1.1249 -0.6634 0.3509 1.3515
C -4.8482 -7.1024 0.3396 0.5901 -0.7257 -0.2287
H -2.9342 -4.8613 -6.4425 0.0665 -0.3463 -0.0902
H -1.9324 -3.7912 -5.5535 -0.1640 0.2222 0.4307
H -1.6490 -5.4926 -5.3504 -0.3988 -0.2761 0.1815
H -4.3236 -4.0130 -4.5986 0.2648 0.5630 0.3277
H -4.1680 -5.6855 -4.4045 0.2354 -0.3449 -0.2874
H -0.8184 -4.9818 0.4754 -0.2231 0.1293 -0.0487
H -0.3800 -5.6115 -1.1005 -0.5393 -0.5665 -0.0379
H -1.0938 -2.7655 -0.4957 -0.4982 0.0372 -0.2042
H 0.3083 -3.3258 -1.2260 0.1480 -0.4106 -0.4258
H -1.2528 -3.4208 -2.1630 0.3002 0.0652 0.0481
H -5.6917 -7.9839 -1.3325 -0.0834 0.5475 -0.8740
H -4.0360 -8.4004 -1.2754 0.5889 0.5375 -0.1590
H -5.1133 -7.9834 0.9242 -0.4712 -0.0001 0.0379
H -3.9191 -6.7776 0.8080 0.0214 0.3750 -0.3494
H -5.6175 -6.3320 0.3914 0.1048 -0.0577 0.1987
C 1.0005 0.2547 5.9154 -0.8666 0.0489 -0.5618
C -0.1805 -0.1124 5.0043 0.4734 0.2948 0.1413
O 0.2323 -1.1032 4.0069 -0.7966 -1.0068 0.3129
P 0.1123 -2.6711 4.4203 0.3355 -0.8271 0.0828
O 0.9297 -3.0597 5.5966 -0.8925 0.6138 -1.0547
O -1.4639 -2.9997 4.6092 1.1974 0.2889 -0.2443
C -2.1698 -3.9861 3.7967 1.0378 0.0125 0.4447
C -2.5349 -3.3717 2.4732 0.0007 -0.0357 0.0810
O 0.5218 -3.4835 3.0456 -2.2220 1.0852 1.2643
C 1.5899 -3.0435 2.2523 2.7273 0.4856 1.2015
C 2.8547 -3.5936 2.9782 0.2188 -0.6573 -0.7120
H 0.7056 1.1518 6.4599 -0.0703 -0.1526 0.4544
H 1.2373 -0.5910 6.5611 0.1906 0.2610 0.0388
H 1.8478 0.5817 5.3127 0.0578 -0.4009 -0.0418
H -1.0764 -0.4339 5.5355 0.2279 -0.5440 0.2680
H -0.5517 0.7726 4.4875 0.4082 -0.0661 -0.5304
H -1.4941 -4.8358 3.6988 -0.0082 -0.0796 -0.3181
H -2.9883 -4.3750 4.4025 -0.2164 0.5811 -0.0450
H -2.7614 -2.3128 2.5986 -0.4928 -0.0825 0.1874
H -1.6655 -3.3620 1.8158 -0.1701 -0.3564 -0.1621
H -3.3846 -3.9226 2.0700 0.1008 0.2336 -0.4465
H 1.5302 -3.4018 1.2246 -0.3537 -0.2728 0.1827
H 1.6523 -1.9555 2.2305 -0.2888 0.0900 -0.1604
H 3.0397 -3.2583 3.9987 -0.5689 0.4547 -0.1041
H 2.7018 -4.6692 3.0658 0.0323 -0.1398 -0.0021
H 3.8022 -3.4735 2.4530 -0.1349 0.2511 -0.3729
Br -0.6940 -0.1373 -0.0979 -0.4387 0.8815 0.9328
C -1.4196 1.0244 1.3877 1.3533 0.1699 0.4690
C -0.3295 2.0651 1.8384 -0.2561 -0.3329 -1.4170
Br -1.0711 3.3740 3.1208 0.2728 -0.5679 -0.5689
H -1.6783 0.3405 2.1961 0.1354 0.0138 -0.1656
H -2.3355 1.4631 0.9917 0.3731 0.2203 -0.0206
H 0.0591 2.5767 0.9579 -0.7728 0.6373 -0.1125
H 0.6380 1.7152 2.1983 -0.6029 -0.7574 0.8655
Br 3.1081 2.5704 3.6412 0.0503 0.7024 0.5022
C 3.2129 3.9619 5.0873 -1.1254 0.0279 -0.6479
C 2.5099 5.2625 4.6139 0.8784 0.2644 -0.0648
Br 2.5326 6.5896 6.0819 -0.1028 -0.4671 -0.2170
H 4.2715 3.9924 5.3453 -0.2443 0.5266 -0.2141
H 2.6517 3.5554 5.9287 0.1030 -0.0854 -0.1374
H 1.4829 5.1760 4.2590 -0.0009 -0.5545 0.5645
H 2.9994 5.8105 3.8088 0.4445 -0.4430 0.1004
Br -5.8906 2.2463 0.0780 -0.2693 0.4247 0.0748
C -6.6192 1.9024 1.8679 -0.7469 0.1840 -1.9804
C -5.5726 1.5578 2.7803 2.3747 -1.0287 1.6376
Br -4.5931 -0.0604 2.1685 -0.5817 0.1688 0.6421
H -7.2357 1.0237 1.6785 -0.4515 0.4410 0.3159
H -7.1269 2.7961 2.2306 -0.3043 -0.1654 -0.3506
H -6.0333 1.3720 3.7505 0.2633 -0.3911 0.0954
H -4.7359 2.2407 2.9275 -0.4451 0.3914 -0.2041
Br -5.4931 -2.6805 -0.0630 0.3946 0.0169 -0.4004
C -4.2515 -2.2532 -1.5641 -0.5557 1.9901 0.3498
C -4.3655 -0.6566 -1.7586 0.5761 -2.1251 -0.4336
Br -3.4204 0.0229 -3.4116 -0.5966 -0.8362 0.7446
H -4.6445 -2.8900 -2.3566 0.4992 0.4345 -0.0544
H -3.2505 -2.4884 -1.2025 -0.2872 -0.2944 -0.3441
H -3.7915 -0.2098 -0.9468 -0.4961 0.2004 -0.0478
H -5.4183 -0.3839 -1.8307 0.3791 0.3082 0.0459
```
Forces are in eV/Å.